[1]
Density functional theory data (the ωB97M-V functional and the def2-TZVPD basis) for C45H43N3O6Pd as an isolated structure.

```
98
Properties=species:S:1:pos:R:3:forces:R:3:mulliken_charge:R:1
Pd 0.626607 0.490999 -0.441679 -0.1 0.3 -0.3 0.0154
O 6.684444 -2.477899 0.683634 0.0 0.0 0.0 -0.5022
C 6.603598 -1.079684 0.478110 0.0 0.0 0.0 -0.5122
C 5.193909 -0.702692 0.120205 -0.1 -0.1 0.0 0.5078
C 4.882725 0.613521 -0.182828 0.0 0.1 0.0 -1.0918
C 3.571933 0.955318 -0.458211 0.1 0.0 0.0 -0.4684
N 2.601238 0.045329 -0.445447 0.1 0.1 0.0 -0.1221
C 2.888959 -1.237894 -0.192096 -0.4 -0.3 0.0 -0.1375
C 4.174574 -1.648200 0.093945 0.2 0.0 0.1 -0.5099
C 1.711927 -2.157710 -0.247848 0.4 0.2 0.0 0.2296
C 1.797501 -3.525373 -0.096897 0.0 -0.2 0.0 -0.4379
C 0.644390 -4.301860 -0.195925 0.1 0.0 0.0 0.7661
C 0.726253 -5.799791 -0.039652 0.0 0.0 0.0 -0.6626
O 1.792643 -6.367125 -0.779767 0.0 0.0 0.0 -0.5085
C -0.556016 -3.662505 -0.454268 0.0 0.1 0.0 -1.4138
C -0.570702 -2.281247 -0.576487 -0.1 -0.1 0.0 -0.4009
N 0.533553 -1.557101 -0.474447 -0.1 0.2 0.2 0.2673
H 7.609250 -2.737873 0.703370 0.0 0.0 0.0 0.3121
H 7.271768 -0.755167 -0.325768 0.0 0.0 0.0 0.3502
H 6.885749 -0.533194 1.384829 0.0 0.0 0.0 0.2961
H 5.643822 1.383318 -0.181943 0.0 0.0 0.0 0.5034
H 3.250468 1.965087 -0.682694 0.0 0.0 0.1 0.7562
H 4.396530 -2.680222 0.316411 0.0 0.0 0.0 0.6173
H 2.748495 -4.002635 0.093840 0.0 0.0 0.0 0.5661
H -0.234030 -6.252345 -0.303178 0.0 0.0 0.0 0.3534
H 0.933319 -6.044302 1.003105 0.0 0.0 0.0 0.2915
H 1.685637 -6.133787 -1.708150 0.0 0.0 0.0 0.3273
H -1.475912 -4.222615 -0.562649 0.0 0.0 0.0 0.4326
H -1.478858 -1.719355 -0.760264 0.0 0.1 0.0 0.3665
C -2.871684 3.070091 3.060567 0.0 0.0 0.0 -1.5600
C -2.417604 4.016628 1.960556 0.0 0.0 0.0 1.3937
C -2.930195 5.428813 2.142825 0.0 0.0 0.0 -1.7791
O -2.863042 3.506946 0.710741 0.0 0.0 0.0 -0.3326
C -1.739922 3.106344 -0.077841 0.0 0.0 0.0 0.9727
C -0.602559 3.083855 0.946337 0.0 -0.1 0.0 -0.1762
O -1.005028 4.058535 1.896511 0.0 0.0 0.0 -0.3907
C 0.771255 3.389467 0.320638 0.0 0.1 0.1 3.4667
O 0.981422 2.419801 -0.661884 0.2 -0.1 -0.1 -1.5190
C 0.752313 4.756115 -0.372746 0.0 0.0 0.0 -0.6575
C 0.901618 4.824423 -1.753944 0.0 0.0 0.0 -0.4453
C 0.863945 6.046969 -2.415399 0.0 0.0 0.0 -0.8486
C 0.681988 7.222543 -1.703828 0.0 0.0 0.0 -0.5851
C 0.525608 7.164294 -0.324847 0.0 0.0 0.0 -1.1802
C 0.555441 5.943776 0.333841 0.0 0.0 0.0 0.0250
C 1.893562 3.304594 1.376418 0.0 0.0 0.1 0.1254
C 2.015571 2.136215 2.130794 -0.1 0.0 0.1 -0.1433
C 3.054280 1.960948 3.031049 0.0 0.0 0.0 -0.8406
C 4.007864 2.957836 3.204038 0.0 0.0 0.0 -0.6898
C 3.901178 4.123462 2.462855 0.0 0.0 0.0 -0.9732
C 2.857001 4.292341 1.557809 0.1 0.0 -0.1 -0.2737
C -2.001566 1.757314 -0.839256 0.0 0.2 0.2 3.2392
O -1.329796 0.714375 -0.217543 -0.1 -0.4 -0.3 0.5321
C -3.507101 1.412679 -0.829365 0.0 0.0 0.0 0.0283
C -4.476459 2.328650 -1.231553 0.0 0.0 -0.1 0.0009
C -5.818380 1.987646 -1.241449 0.0 0.0 0.0 -1.0666
C -6.224879 0.713206 -0.863318 0.0 0.0 0.0 -0.6728
C -5.268610 -0.211598 -0.478447 0.0 0.0 0.0 -1.1628
C -3.922596 0.141423 -0.458302 0.0 0.0 0.0 -0.1434
C -1.632900 1.889986 -2.333137 -0.1 0.0 0.0 -0.4600
C -1.806890 3.062749 -3.063303 0.0 0.0 0.0 -0.1429
C -1.533549 3.110500 -4.424026 0.0 0.0 0.0 -1.0041
C -1.095633 1.977975 -5.093734 0.0 0.0 0.0 -0.6720
C -0.941938 0.796007 -4.383013 0.0 0.0 0.0 -1.0558
C -1.211674 0.758667 -3.022998 -0.1 -0.1 -0.1 -0.3232
H -3.959580 2.994464 3.062095 0.0 0.0 0.0 0.3730
H -2.528557 3.431751 4.030498 0.0 0.0 0.0 0.4169
H -2.451718 2.078953 2.879872 0.0 0.0 0.0 0.1162
H -4.016413 5.438642 2.055197 0.0 0.0 0.0 0.3402
H -2.498453 6.066587 1.371548 0.0 0.0 0.0 0.4260
H -2.645018 5.814119 3.122714 0.0 0.0 0.0 0.3856
H -1.518610 3.896566 -0.794699 -0.1 0.0 0.0 -0.2087
H -0.548380 2.102774 1.422897 0.0 0.0 0.0 -0.6020
H 1.030666 3.902109 -2.302668 0.0 0.0 0.0 0.3343
H 0.970450 6.075797 -3.493113 0.0 0.0 0.0 0.4461
H 0.661980 8.175751 -2.217358 0.0 0.0 0.0 0.4058
H 0.378457 8.074657 0.243562 0.0 0.0 0.0 0.4307
H 0.418250 5.910506 1.405436 0.0 0.0 0.0 0.7076
H 1.289242 1.341898 2.024441 0.0 0.0 0.0 0.2639
H 3.115789 1.039166 3.597797 0.0 0.0 0.0 0.4914
H 4.814674 2.831579 3.915403 0.0 0.0 0.0 0.4229
H 4.634088 4.911993 2.583946 0.0 0.0 0.0 0.4211
H 2.817671 5.203573 0.977130 0.0 0.0 0.0 0.4380
H -4.184618 3.325932 -1.532716 0.0 0.0 0.0 0.3347
H -6.554005 2.723164 -1.542695 0.0 0.0 0.0 0.4197
H -7.274624 0.448427 -0.867479 0.0 0.0 0.0 0.4138
H -5.567269 -1.214836 -0.196536 0.0 0.0 0.0 0.4465
H -3.169743 -0.565077 -0.139002 0.0 0.0 0.0 -0.0824
H -2.154707 3.967305 -2.582119 0.0 0.0 0.0 0.3886
H -1.663471 4.042904 -4.959544 0.0 0.0 0.0 0.4600
H -0.893440 2.013037 -6.156634 0.0 0.0 0.0 0.4007
H -0.620969 -0.105646 -4.891064 0.0 0.0 0.0 0.4622
H -1.125820 -0.179506 -2.491115 0.0 0.0 0.0 0.2688
C -2.545174 -1.639565 2.680282 0.1 0.0 0.0 -1.1797
C -1.209470 -1.079360 2.485485 -0.3 0.2 0.0 0.5605
N -0.203578 -0.559837 2.303474 0.2 -0.3 0.3 -0.3519
H -2.630225 -2.591139 2.157566 0.0 0.0 0.0 0.3070
H -3.283883 -0.944680 2.281424 0.0 0.0 0.0 0.2774
H -2.733456 -1.797982 3.740212 0.0 0.0 0.0 0.3882
```
Positions in Å, forces in eV/Å.

Calculated values
Calculated total energy: -67598.266 eV
Energy above the lowest of the compared OMol25 structures with the same formula, charge and spin: 4.5 kcal per mole
2S+1: 1
Orbital gap: 7.23 eV
Charge: 0

---

[2]
Density functional theory data (the ωB97M-V functional and the def2-TZVPD basis) for a 3-piece molecular cluster, C2H6O3 overall.

```
11
Properties=species:S:1:pos:R:3:forces:R:3:mulliken_charge:R:1
C 0.314664 -0.115644 0.032691 0.2 0.0 0.0 0.9164
C -1.338739 0.321987 -0.522222 0.2 -0.1 0.3 -0.8385
O -0.217597 -0.323526 1.216947 0.0 0.2 -0.5 -0.4468
O 0.668891 -1.283822 -0.633704 -0.1 0.2 0.1 -0.4666
O 1.062578 0.908395 -0.117498 -0.3 -0.4 0.1 -0.5640
H 1.345547 -1.037926 -1.278451 0.0 0.0 0.1 0.3411
H 1.687628 0.430311 1.361244 -0.2 -0.1 0.0 0.0784
H 1.157694 -0.059620 1.853373 0.1 0.1 -0.1 0.0828
H -1.595516 1.249057 -0.031004 0.0 0.0 0.0 0.3078
H -1.093624 0.422301 -1.573158 0.0 0.0 0.0 0.2677
H -1.991526 -0.511512 -0.308216 0.0 0.0 0.0 0.3217
```
Positions in Å, forces in eV/Å.

Calculated values
Calculated total energy: -8308.358 eV
Energy above the lowest of the compared OMol25 structures with the same formula, charge and spin: 141.8 kcal per mole
2S+1: 1
Orbital gap (spin up / spin down): 8.70 / 8.70 eV
Charge: 0

---

[3]
Density functional theory data (the ωB97M-V functional and the def2-TZVPD basis) for a 4-piece molecular cluster, C9H24N3O10P overall.

```
47
Properties=species:S:1:pos:R:3:forces:R:3:mulliken_charge:R:1
C -1.955309 2.894969 4.481167 0.6 -0.4 0.4 -1.0729
C -2.696589 1.546879 4.598637 0.1 2.2 0.5 -0.2515
O -2.348459 0.759309 3.474007 -0.2 -0.5 0.2 -0.3189
P -1.033929 -0.164231 3.485927 0.0 0.5 2.2 0.5057
O -0.169579 0.040499 4.698747 -1.6 -1.0 -2.0 -0.7775
O -0.372689 0.194169 2.131127 1.7 1.0 -1.0 0.1278
C 0.455691 1.367959 1.839287 -0.9 0.8 -0.7 -0.4008
C 0.805041 1.231849 0.396887 0.3 -0.8 0.3 -1.1774
O -1.634849 -1.602001 3.097387 1.0 2.1 2.1 -0.3118
C -2.533139 -1.745601 2.030347 -1.1 -1.5 -1.0 -0.0366
C -2.173779 -3.160531 1.607377 -0.2 -0.1 -0.5 -1.1822
H -2.242779 3.603709 5.257787 -0.2 -0.1 0.0 0.4101
H -0.880279 2.749849 4.587787 0.1 -0.1 0.0 0.2648
H -2.108409 3.354299 3.504617 -0.3 -0.1 0.0 0.2545
H -2.548999 1.063419 5.564327 0.5 -0.2 -0.2 0.3236
H -3.740749 1.859439 4.611257 -0.3 -0.8 -0.7 0.3321
H -0.128109 2.286899 1.892397 -0.5 -0.1 0.7 0.3027
H 1.364311 1.559629 2.410047 -0.3 -0.9 0.7 0.3253
H -0.082929 1.260399 -0.234603 0.0 0.3 0.0 0.4132
H 1.560571 1.934059 0.044507 -0.6 0.1 0.6 0.4490
H 1.219081 0.229649 0.286187 0.1 0.3 0.2 0.3163
H -3.587049 -1.717931 2.307127 0.1 0.2 0.7 0.2446
H -2.467389 -1.005441 1.232887 0.7 0.1 0.1 0.2626
H -2.546919 -3.448181 0.624467 0.3 0.2 -0.2 0.3648
H -1.087649 -3.158861 1.699117 0.0 -0.6 -0.6 0.3151
H -2.575659 -3.903851 2.295917 0.1 0.2 0.2 0.2959
C 4.463471 2.376469 -1.994683 1.3 -0.2 0.8 -0.8620
N 3.460841 1.356999 -1.501623 1.3 3.6 -0.4 0.9341
O 2.327001 1.738239 -1.668663 -0.3 0.8 -0.5 -0.5595
O 3.813971 0.403629 -0.887323 0.8 -0.9 0.6 -0.4987
H 4.122581 3.376129 -1.725293 -0.5 -0.3 -0.4 0.3141
H 4.702581 2.267279 -3.052523 -0.4 -0.1 0.1 0.3031
H 5.368341 2.225479 -1.406023 0.0 -0.3 -0.2 0.3277
C -0.811199 -1.513901 -5.439583 -0.6 0.1 -1.0 -0.7063
N -0.447789 -2.806121 -6.120123 -1.0 -1.0 -0.8 0.9514
O -0.883509 -3.849501 -5.632543 0.6 1.1 0.0 -0.5385
O 0.123611 -2.778081 -7.209903 -0.1 0.5 1.2 -0.5649
H 0.076741 -1.035151 -5.026713 -1.2 0.0 -2.8 0.3382
H -1.363339 -1.733351 -4.525753 -0.4 -0.3 -0.5 0.2076
H -1.355859 -0.902821 -6.159323 -0.1 -0.3 0.0 0.3411
C 1.620611 -0.575751 -1.809883 -0.9 -0.4 0.1 -1.0007
N 1.225891 -1.596531 -2.724013 0.4 -3.9 0.1 0.8600
O 1.440311 -2.799761 -2.446763 -0.6 2.7 -0.6 -0.5402
O 0.710101 -1.225371 -3.771243 2.3 -0.5 3.4 -0.5709
H 2.244451 -0.973701 -1.009523 0.0 0.0 -0.8 0.5120
H 0.710111 -0.203701 -1.340133 0.0 -0.2 -0.6 0.2957
H 1.961621 0.219189 -2.473103 -0.1 -1.0 0.4 0.4786
```
Positions in Å, forces in eV/Å.

Calculated values
Calculated total energy: -43946.858 eV
Energy above the lowest of the compared OMol25 structures with the same formula, charge and spin: 92.7 kcal per mole
2S+1: 1
Orbital gap: 9.49 eV
Charge: 0
SMILES string: CCOP(=O)(OCC)OCC.C[N+](=O)[O-].C[N+](=O)[O-].C[N+](=O)[O-]

---

Q: Which formula does entry 3 have?
A: C9H24N3O10P